{"formula": "C26H29N3O5", "method": "wB97M-V/def2-TZVPD", "symbols": ["C", "C", "C", "C", "C", "C", "C", "H", "H", "H", "N", "C", "O", "C", "C", "C", "C", "C", "C", "N", "C", "H", "C", "O", "C", "C", "H", "H", "H", "H", "H", "H", "H", "H", "H", "N", "C", "O", "C", "C", "C", "C", "C", "H", "H", "C", "C", "O", "O", "H", "H", "H", "H", "H", "H", "H", "H", "H", "H", "H", "H", "H", "H"], "positions_angstrom": [[-6.49790, -3.19143, 1.85034], [-5.34722, -3.24679, 0.69255], [-4.38447, -2.14759, 0.57937], [-3.51718, -2.31024, -0.41503], [-3.54019, -3.50718, -1.45376], [-4.57435, -4.41296, -1.16059], [-5.57198, -4.41006, -0.05407], [-6.24673, -5.04327, -0.27796], [-4.56244, -5.11473, -2.01678], [-2.77459, -3.41032, -2.08685], [-2.64548, -1.09460, -0.50296], [-2.47909, -0.07259, 0.12514], [-3.03095, -0.01519, 1.06262], [-1.14808, 0.68301, -0.18201], [0.02746, -0.10223, -0.42738], [1.16211, 0.54649, -0.42257], [1.23946, 1.79764, -0.66644], [-0.02905, 2.58734, -0.57833], [-1.10426, 2.09629, -0.48178], [-2.42545, 2.72629, -0.24199], [-2.50186, 4.08250, -0.13633], [-1.68321, 4.48066, 0.66230], [-3.69327, 4.43455, 0.89784], [-4.93504, 3.93418, 0.39347], [-4.79805, 2.67852, -0.32730], [-3.52431, 2.25727, -1.01921], [-3.54356, 0.99141, -1.25710], [-3.71066, 2.96694, -1.97477], [-5.81700, 2.21172, -0.45943], [-4.63855, 1.87986, 0.90483], [-3.80947, 5.49565, 0.99223], [-3.57607, 3.75508, 1.66333], [-2.51297, 4.73616, -0.93850], [-0.00625, 3.57941, -0.84509], [2.08842, 2.42280, -0.90751], [2.45309, 0.02513, -0.56098], [3.70620, 0.24479, -1.03549], [3.98125, 1.38516, -0.91881], [4.69016, -0.84151, -0.69399], [5.89466, -0.37968, -1.31996], [7.22102, -1.48274, -0.87117], [6.97892, -2.13134, 0.25994], [5.85826, -2.35139, 0.98961], [6.27845, -2.45520, 2.01396], [5.33609, -3.19993, 0.72172], [5.11979, -1.22218, 0.77723], [5.55303, 0.00793, 1.47960], [6.74522, 0.25336, 1.69880], [4.47309, 1.01145, 1.65105], [4.63651, 1.83229, 2.15207], [4.04100, -1.35172, 1.23266], [7.98742, -2.79208, 0.20188], [8.20227, -1.29576, -1.76384], [6.33369, 0.44269, -1.06608], [5.97524, -0.60824, -2.38072], [4.35306, -1.71046, -0.94225], [2.26482, -1.21297, -0.42770], [-0.02722, -1.14676, -0.05889], [-1.92166, -1.34392, -1.27290], [-4.39766, -1.43538, 1.60203], [-7.47459, -3.16851, 1.23262], [-6.33681, -2.35765, 2.52360], [-6.48683, -4.10348, 2.28574]], "homo_lumo_gap_ev": 8.33, "total_energy_ha": -1547.850820}

{"formula": "C11H17Cl2F3O2W", "method": "wB97M-V/def2-TZVPD", "symbols": ["C", "C", "C", "C", "C", "C", "C", "C", "C", "C", "W", "Cl", "Cl", "O", "H", "H", "H", "H", "H", "H", "H", "H", "H", "H", "H", "H", "H", "H", "H", "H", "O", "H", "F", "C", "F", "F"], "positions_angstrom": [[-0.48678, 1.36159, 0.61790], [-0.21356, 1.37552, -0.79980], [1.00794, 0.61388, -1.00536], [-0.90094, 2.19388, -1.82694], [1.45911, 0.17609, 0.29446], [0.55430, 0.65073, 1.27652], [0.77575, 0.58461, 2.74843], [-1.54219, 2.13724, 1.31361], [1.76599, 0.46913, -2.26874], [2.75961, -0.48042, 0.57083], [-0.67961, -0.78055, -0.58756], [-1.04054, -0.99688, -2.77068], [-2.93284, -0.15356, -0.30908], [0.70085, -2.23067, -0.61579], [-1.81497, 2.64757, -1.43239], [-1.17517, 1.58894, -2.69749], [-0.23747, 3.00044, -2.16395], [1.11128, 0.46282, -3.14721], [2.31987, -0.47834, -2.28412], [2.49126, 1.29316, -2.35959], [3.02335, -1.17080, -0.23523], [2.71488, -1.04453, 1.51053], [3.56141, 0.26784, 0.66529], [1.26412, -0.35286, 3.00838], [-0.17176, 0.66148, 3.27949], [1.42440, 1.39833, 3.09400], [-2.41123, 2.32317, 0.68076], [-1.14394, 3.11083, 1.63708], [-1.88105, 1.60527, 2.20849], [0.66697, -2.81747, 0.16446], [-1.04503, -1.63040, 2.19211], [-1.89966, -2.03694, 1.96838], [-1.52619, -3.71871, -1.81489], [-1.85549, -3.09859, -0.65205], [-3.19976, -3.02174, -0.61778], [-1.44291, -3.91005, 0.35792]], "spin_multiplicity": 3, "homo_lumo_gap_ev": [4.50, 5.79], "total_energy_ha": -1866.925486, "charge": -2, "s_squared": 2.014}

{"formula": "C22H31N3O3", "method": "wB97M-V/def2-TZVPD", "symbols": ["C", "C", "N", "C", "O", "C", "C", "O", "C", "C", "O", "N", "C", "C", "C", "N", "C", "C", "C", "C", "C", "C", "C", "C", "C", "C", "C", "C", "H", "H", "H", "H", "H", "H", "H", "H", "H", "H", "H", "H", "H", "H", "H", "H", "H", "H", "H", "H", "H", "H", "H", "H", "H", "H", "H", "H", "H", "H", "H"], "positions_angstrom": [[-2.11163, -3.35106, 2.34619], [-1.80127, -1.92126, 1.91608], [-0.53370, -1.83657, 1.20816], [0.55425, -1.39537, 1.96228], [0.40317, -1.06352, 3.12551], [1.82835, -1.35082, 1.28672], [1.97794, -1.72843, -0.00378], [3.14701, -1.72934, -0.69569], [4.32530, -1.34857, -0.01636], [4.38500, 0.15447, 0.30430], [4.93965, 0.58078, 1.29208], [3.79780, 0.91470, -0.63513], [3.62292, 2.34460, -0.51348], [2.16467, 2.73767, -0.73812], [1.24920, 2.14563, 0.33551], [-0.15711, 2.32377, 0.01457], [-0.61547, 1.35720, -0.96695], [-2.04754, 1.65609, -1.39430], [-2.98177, 1.61123, -0.18799], [-4.41609, 1.95098, -0.57814], [-2.44014, 2.58102, 0.85964], [-0.99143, 2.25157, 1.20346], [0.82536, -2.15325, -0.75987], [0.93091, -2.50185, -2.10983], [-0.17606, -2.88388, -2.82831], [-1.41464, -2.92566, -2.19677], [-1.54212, -2.59415, -0.86725], [-0.42879, -2.19449, -0.11253], [-2.16217, -4.02002, 1.48978], [-1.33474, -3.70717, 3.01805], [-3.06277, -3.37804, 2.87105], [-1.69139, -1.29443, 2.80517], [-2.59952, -1.50871, 1.29521], [2.64386, -0.99552, 1.89590], [4.46044, -1.91623, 0.91008], [5.14426, -1.59225, -0.69996], [3.34741, 0.45815, -1.41507], [3.95537, 2.61654, 0.49084], [4.26210, 2.85292, -1.24485], [2.07568, 3.82353, -0.72607], [1.85610, 2.39306, -1.72689], [1.45211, 2.65549, 1.27983], [1.48812, 1.07780, 0.48340], [-0.56292, 0.32819, -0.56454], [0.03542, 1.40194, -1.84278], [-2.08329, 2.65128, -1.84028], [-2.35705, 0.92745, -2.14682], [-2.96075, 0.59764, 0.23027], [-4.78661, 1.24965, -1.32284], [-4.46721, 2.95369, -0.99649], [-5.06897, 1.90850, 0.29079], [-2.48510, 3.59679, 0.46334], [-3.04410, 2.53798, 1.76774], [-0.93814, 1.25141, 1.67028], [-0.61638, 2.97917, 1.92714], [1.90488, -2.46344, -2.57164], [-0.08787, -3.14949, -3.87018], [-2.29109, -3.22408, -2.75253], [-2.51948, -2.64331, -0.41795]], "smiles": "CCn1c(=O)cc(OCC(=O)NCCCN2CCC(C)CC2)c2ccccc21", "homo_lumo_gap_ev": 8.74, "total_energy_ha": -1246.963573}